Entry 1:
Computed, not measured: a cluster of 2 separate species, C12H12O2 in total at a distorted geometry, with wB97M-V/def2-TZVPD.

XYZ file:
```
26
Properties=species:S:1:pos:R:3
O 1.45 0.31 -1.51
O 1.61 -1.54 5.17
C -0.27 0.02 2.42
C 0.50 0.80 -2.35
C -1.38 2.31 -2.70
C 0.91 -1.41 3.98
C -0.51 -1.02 1.52
C -0.04 -2.28 1.78
C 0.39 0.35 -3.65
C -1.45 1.93 -4.02
C -0.50 1.02 -4.52
C 0.43 -0.14 3.61
C 0.71 -2.47 3.01
C -0.36 1.80 -1.84
H -2.17 2.37 -4.72
H 0.61 0.63 4.37
H 1.04 -0.45 -4.05
H -2.10 3.01 -2.26
H -0.62 0.83 -5.59
H 1.60 -2.48 5.47
H -0.59 1.03 2.16
H 1.45 0.74 -0.62
H -0.23 -3.17 1.16
H -1.19 -0.82 0.68
H 1.07 -3.47 3.30
H -0.39 2.12 -0.79
```

LUMO energy (eV): 0.772
E_HOMO (eV): -8.6
SMILES string: Oc1ccccc1.Oc1ccccc1
ΔE to the lowest compared entry with this formula, charge and spin (kJ/mol): 0.0
Molar mass (g/mol): 188.2
Electronic energy (eV): -16732.74187

***

Entry 2:
Computed, not measured: an isolated molecule of C12H12Se at a distorted geometry, with wB97M-V/def2-TZVPD.

XYZ file:
```
25
Properties=species:S:1:pos:R:3
Se 1.31 0.37 -0.78
C -1.96 1.50 -2.24
C 1.53 0.90 1.00
C -0.29 -2.39 -0.74
C -2.57 -0.82 0.37
C -0.28 -2.09 0.55
C 4.03 0.59 1.88
C -1.17 -1.25 -1.21
C -0.66 0.06 -0.62
C -1.19 1.46 -1.15
C 2.91 1.21 1.46
C -1.06 -0.79 0.45
C -2.65 -1.34 -0.84
H -0.51 2.27 -0.91
H 0.05 -3.12 -1.50
H 2.86 2.31 1.52
H 0.11 -2.38 1.46
H 4.90 1.15 2.35
H -3.49 -1.73 -1.51
H -2.63 0.71 -2.54
H -3.33 -0.47 1.15
H 4.17 -0.42 1.72
H -2.04 2.34 -2.86
H 1.14 0.19 1.81
H 0.82 1.76 1.18
```

LUMO energy (eV): 0.667
E_HOMO (eV): -8.0
SMILES string: C=CC[Se][C@]1(C=C)[C@@]23C=C[C@]21C=C3
ΔE to the lowest compared entry with this formula, charge and spin (kJ/mol): 105.6
Molar mass (g/mol): 235.2
Electronic energy (eV): -77975.93164

***

Entry 3:
Computed, not measured: a structure of composition C12H13AsN2O5S6Ti, with wB97M-V/def2-TZVPD.

XYZ file:
```
40
Properties=species:S:1:pos:R:3
As 2.06 0.21 -0.73
Ti -0.29 0.12 0.59
S 3.74 0.16 -1.97
S 2.34 -1.68 2.44
S 0.43 -1.49 4.87
S 0.79 -1.60 -0.79
S -0.68 4.38 2.56
S 2.62 0.13 1.59
O -4.29 0.79 0.19
O -2.14 -1.03 -2.71
O -2.25 -0.07 0.55
O -0.50 -0.83 -4.23
O -1.16 1.23 -1.39
N -0.16 -0.45 2.54
N -0.22 2.09 1.62
C -0.73 3.04 3.64
C -2.56 1.46 -1.25
C -0.29 3.34 1.25
C 0.11 0.23 4.75
C -3.12 0.67 -0.07
C -0.42 1.91 2.97
C -0.19 0.56 3.48
C -0.73 0.93 -2.69
C 0.47 -1.61 3.03
C -0.03 3.84 -0.12
C -1.21 -0.43 -3.17
C -0.13 -2.93 2.57
H 0.45 -3.77 2.96
H -2.73 2.53 -1.05
H -1.16 -3.00 2.92
H -0.11 -2.97 1.48
H 0.64 3.15 -0.63
H -3.11 1.17 -2.14
H -0.95 3.91 -0.70
H -1.08 1.69 -3.40
H 0.22 0.89 5.59
H -0.80 -1.71 -4.47
H 0.42 4.84 -0.09
H 0.36 0.93 -2.70
H -0.95 3.16 4.69
```

LUMO energy (spin up / spin down) (eV): 2.056 / 2.056
E_HOMO (spin up / spin down) (eV): -4.1 / -4.1
Spin multiplicity: 2
Total charge: -1
ΔE to the lowest compared entry with this formula, charge and spin (kJ/mol): 263.3
Molar mass (g/mol): 580.4
Electronic energy (eV): -174844.76590

***

Entry 4:
Computed, not measured: the ion C12H13BIN2O2S2 with charge +1 at a distorted geometry, with wB97M-V/def2-TZVPD.

XYZ file:
```
33
Properties=species:S:1:pos:R:3
I 1.98 4.86 2.69
S 2.52 -0.08 -3.56
S 3.20 1.70 1.61
O 4.07 -0.92 1.34
O 2.41 -1.94 -0.19
N 1.19 2.79 0.41
N 2.46 1.80 -1.27
C -4.38 -1.63 -0.25
C 2.00 3.10 1.43
C -0.09 1.13 -0.80
C -2.08 -3.04 -0.49
C -1.32 -1.72 -0.17
C 2.41 1.04 -2.32
C -3.63 -2.98 -0.53
C 1.42 1.44 -0.26
C -3.59 -0.34 0.05
C 1.92 0.51 0.95
C -2.04 -0.34 0.10
C -1.17 1.00 0.38
B 2.79 -0.83 0.65
H -1.44 -3.96 -0.70
H -0.17 -1.67 -0.15
H -5.52 -1.68 -0.31
H -0.10 0.27 -1.55
H -4.18 0.64 0.22
H 1.24 0.33 1.85
H 0.43 3.43 0.16
H 2.22 -2.69 0.42
H -4.18 -3.94 -0.79
H -0.38 2.07 -1.40
H -0.74 1.01 1.43
H -1.88 1.91 0.32
H 4.70 -1.24 0.66
```

LUMO energy (eV): -4.462
E_HOMO (eV): -11.2
Total charge: +1
Molar mass (g/mol): 419.1
Electronic energy (eV): -50166.77907

***

Entry 5:
Computed, not measured: a structure of composition C12H13BrGdO2 at a distorted geometry, with wB97M-V/def2-TZVPD.

XYZ file:
```
29
Properties=species:S:1:pos:R:3
Gd -0.01 -0.50 -0.44
Br 0.40 -0.77 -3.04
O -2.30 -0.66 -0.44
O -1.39 -1.38 1.47
C -2.44 -1.16 0.76
C -3.85 -1.47 1.24
C 3.19 -2.16 -3.59
C 0.55 1.52 1.56
C 1.19 1.74 0.30
C 3.97 0.00 -3.84
C 2.32 -1.47 -4.53
C -1.10 1.93 0.00
C 2.87 -0.13 -4.70
C 0.16 2.01 -0.67
C -0.86 1.64 1.36
C 4.17 -1.26 -3.15
H 1.02 1.42 2.54
H 5.05 -1.49 -2.56
H -4.48 -0.57 1.39
H 3.13 -3.21 -3.38
H 2.27 1.83 0.14
H 2.53 0.58 -5.44
H -3.87 -2.03 2.19
H -4.40 -2.08 0.50
H -1.61 1.66 2.17
H 1.61 -1.93 -5.20
H 4.66 0.84 -3.83
H -2.06 2.21 -0.44
H 0.30 2.35 -1.70
```

LUMO energy (spin up / spin down) (eV): 2.514 / 2.049
E_HOMO (spin up / spin down) (eV): -3.1 / -2.0
Spin multiplicity: 8
Total charge: -1
ΔE to the lowest compared entry with this formula, charge and spin (kJ/mol): 131.6
Molar mass (g/mol): 426.4
Electronic energy (eV): -107628.40728

***

Entry 6:
Computed, not measured: a structure of composition C12H13BrN5OPtS2Te at a distorted geometry, with wB97M-V/def2-TZVPD.

XYZ file:
```
36
Properties=species:S:1:pos:R:3
Pt -0.62 -0.64 1.70
Te -2.75 0.68 2.00
Br -1.43 -3.04 2.86
S -3.49 1.77 -1.04
S 1.00 0.97 1.48
O 3.12 -5.54 2.68
N 1.01 2.72 -0.62
N 0.11 0.89 -1.15
N 0.85 -2.27 1.66
N -0.34 -0.41 -1.04
N 0.62 2.88 -1.92
C -0.52 1.39 -3.55
C -3.05 3.30 -1.67
C 2.13 -2.34 1.27
C 2.94 -3.41 1.56
C 1.09 -4.39 2.74
C 0.38 -3.28 2.37
C 2.42 -4.46 2.32
C 0.70 1.53 -0.12
C -2.65 2.05 0.43
C 0.07 1.75 -2.24
C -2.30 4.01 -0.79
C -2.08 3.29 0.43
H 3.97 -3.42 1.22
H -1.25 -0.51 -1.47
H 4.03 -5.49 2.36
H -1.59 1.18 -3.44
H -1.53 3.69 1.28
H -0.03 0.52 -3.97
H -1.93 5.00 -0.98
H 1.45 3.48 -0.13
H 0.33 -1.07 -1.41
H 2.50 -1.49 0.71
H 0.66 -5.18 3.34
H -0.40 2.23 -4.23
H -3.39 3.60 -2.65
```

LUMO energy (spin up / spin down) (eV): -3.838 / -3.837
E_HOMO (spin up / spin down) (eV): -10.2 / -10.2
Total charge: +1
ΔE to the lowest compared entry with this formula, charge and spin (kJ/mol): 42.0
Molar mass (g/mol): 710.0
Electronic energy (eV): -124399.51966